1.
C20H17Cl3GeI2NPbS4 as an isolated structure, computed with ωB97M-V/def2-TZVPD.

DFT total energy in eV: -181383.394
Expectation value of S²: 0.776
HOMO level (spin up / spin down) in eV: -7.65 / -7.65
Largest force on an atom in eV Å⁻¹: 0.6
Spin multiplicity: 2
Relative energy (zero: lowest compared OMol25 entry of this formula, charge and spin) in kJ/mol: 0.00

Each line ends with the Löwdin charge.
Atoms and positions in Å:
Pb (0.811, 0.361, 0.648)  0.56
S (2.954, -1.632, 0.475)  0.67
C (2.307, -2.872, -0.505)  -0.68
C (2.782, -4.183, -0.235)  -0.10
C (2.371, -5.268, -0.969)  -0.06
C (1.475, -5.080, -2.018)  -0.05
C (0.993, -3.812, -2.313)  -0.10
C (1.370, -2.701, -1.570)  -0.52
S (0.650, -1.134, -2.005)  0.85
C (-1.101, -1.619, -1.985)  -0.40
C (-2.072, -0.562, -1.490)  -0.32
C (-3.407, -0.729, -1.843)  -0.02
C (-4.354, 0.094, -1.271)  -0.04
C (-3.945, 1.060, -0.368)  -0.01
C (-2.595, 1.188, -0.092)  -0.32
C (-2.128, 2.212, 0.915)  -0.38
S (-1.211, 1.532, 2.330)  0.79
C (-2.234, 0.146, 2.748)  -0.54
C (-3.400, 0.435, 3.461)  -0.10
C (-4.262, -0.568, 3.858)  -0.09
C (-3.930, -1.885, 3.564)  -0.08
C (-2.767, -2.179, 2.881)  -0.13
C (-1.885, -1.181, 2.442)  -0.65
S (-0.452, -1.762, 1.564)  0.49
N (-1.670, 0.397, -0.658)  0.06
H (3.481, -4.307, 0.581)  0.10
H (2.749, -6.254, -0.735)  0.11
H (1.159, -5.923, -2.619)  0.11
H (0.317, -3.683, -3.148)  0.11
H (-1.182, -2.466, -1.302)  0.08
H (-1.398, -1.939, -2.982)  0.08
H (-3.689, -1.514, -2.534)  0.12
H (-5.402, -0.026, -1.514)  0.11
H (-4.661, 1.705, 0.123)  0.12
H (-2.984, 2.771, 1.290)  0.08
H (-1.437, 2.926, 0.460)  0.04
H (-3.612, 1.467, 3.715)  0.11
H (-5.161, -0.332, 4.411)  0.10
H (-4.578, -2.692, 3.882)  0.10
H (-2.515, -3.211, 2.669)  0.09
I (3.816, 1.552, -1.592)  0.74
C (3.215, 3.573, -1.547)  -1.19
I (1.170, 3.883, -1.143)  0.74
H (3.427, 4.010, -2.514)  -0.04
H (3.771, 4.056, -0.754)  -0.04
Cl (0.897, 3.391, 4.796)  -0.19
Ge (2.415, 1.716, 4.717)  0.06
Cl (0.940, -0.003, 4.414)  -0.13
Cl (2.713, 1.892, 2.316)  -0.26



2.
C5H5NO3 in the gas phase at a distorted geometry, computed with ωB97M-V/def2-TZVPD.

DFT total energy in eV: -12895.292
HOMO level in eV: -9.70
Largest force on an atom in eV Å⁻¹: 3.5
Structure (SMILES): O=CO[C@]12C[C@H]1C(=O)N2
Relative energy (zero: lowest compared OMol25 entry of this formula, charge and spin) in kJ/mol: 250.62

Each line ends with the Löwdin charge.
Atoms and positions in Å:
O (3.720, -0.439, 0.359)  0.08
C (2.608, 0.037, 0.300)  -0.28
O (1.402, -0.665, -0.001)  0.02
C (-0.019, -0.236, -0.222)  -0.30
C (-0.466, 1.189, -0.410)  0.00
C (-1.118, 0.349, 0.655)  -0.06
C (-2.032, -0.731, 0.103)  -0.45
O (-3.150, -1.097, 0.279)  0.12
N (-1.011, -1.265, -0.646)  0.18
H (2.583, 1.124, 0.638)  0.15
H (-0.991, 1.370, -1.406)  0.15
H (0.336, 1.825, -0.133)  0.09
H (-1.053, 0.567, 1.735)  0.16
H (-0.811, -2.027, -1.251)  0.14



3.
C26H25N3O4S in the gas phase at a distorted geometry, computed with ωB97M-V/def2-TZVPD.

DFT total energy in eV: -50856.702
HOMO level in eV: -7.33
Largest force on an atom in eV Å⁻¹: 5.3
Relative energy (zero: lowest compared OMol25 entry of this formula, charge and spin) in kJ/mol: 821.91

Each line ends with the Löwdin charge.
Atoms and positions in Å:
C (-3.124, 1.517, -1.372)  -0.25
S (-2.292, 3.034, -0.849)  1.10
C (-3.268, 3.511, 0.559)  -0.29
C (-0.707, 2.358, 0.217)  -0.44
C (0.458, 3.118, -0.388)  -0.18
C (1.642, 3.302, 0.342)  0.00
C (2.718, 4.008, -0.206)  -0.02
C (2.621, 4.588, -1.476)  -0.23
C (3.747, 5.314, -2.058)  -0.17
N (4.633, 5.889, -2.555)  0.15
C (1.413, 4.502, -2.170)  -0.01
C (0.337, 3.823, -1.594)  -0.07
H (-2.513, 0.980, -2.102)  0.06
H (-3.380, 0.874, -0.523)  0.05
H (-4.010, 1.942, -1.845)  0.05
H (-2.783, 4.394, 0.976)  0.06
H (-4.214, 3.753, 0.078)  0.05
H (-3.353, 2.695, 1.281)  0.03
H (-1.029, 2.809, 1.144)  0.10
H (1.710, 2.897, 1.354)  0.12
H (3.656, 4.126, 0.344)  0.12
H (1.305, 4.968, -3.158)  0.13
H (-0.619, 3.885, -2.119)  0.06
C (4.690, -3.328, -0.942)  -0.09
C (4.215, -3.380, -2.260)  -0.09
C (3.326, -2.411, -2.723)  -0.04
C (2.882, -1.398, -1.861)  -0.20
C (1.939, -0.352, -2.325)  -0.12
O (1.077, -0.060, -1.200)  0.02
C (0.083, 0.751, -1.582)  -0.55
N (-0.948, 0.902, -0.656)  -0.07
N (-0.530, 1.072, 0.682)  0.05
C (-1.680, 0.413, 1.468)  -0.41
O (-2.745, 0.928, 1.707)  0.07
O (-1.396, -0.841, 1.840)  0.05
C (-2.610, -1.506, 2.426)  -0.07
C (-2.484, -2.999, 2.591)  -0.20
C (-3.589, -3.830, 2.298)  -0.04
C (-3.528, -5.214, 2.497)  -0.08
C (-2.369, -5.791, 3.036)  -0.09
C (-1.298, -4.964, 3.391)  -0.08
C (-1.353, -3.578, 3.179)  -0.03
O (-0.002, 1.288, -2.703)  0.04
C (3.339, -1.348, -0.547)  -0.03
C (4.234, -2.315, -0.091)  -0.08
H (5.419, -4.061, -0.587)  0.10
H (4.535, -4.186, -2.922)  0.10
H (2.944, -2.435, -3.743)  0.11
H (2.413, 0.591, -2.622)  0.14
H (1.326, -0.673, -3.169)  0.13
H (-2.767, -1.027, 3.403)  0.14
H (-3.458, -1.278, 1.773)  0.12
H (-4.510, -3.369, 1.931)  0.11
H (-4.387, -5.840, 2.241)  0.10
H (-2.315, -6.871, 3.188)  0.10
H (-0.403, -5.399, 3.845)  0.10
H (-0.530, -2.933, 3.493)  0.12
H (2.976, -0.569, 0.122)  0.12
H (4.559, -2.278, 0.946)  0.10



4.
C18H25F3N4O4 in the gas phase, computed with ωB97M-V/def2-TZVPD.

DFT total energy in eV: -41376.473
HOMO level in eV: -9.46
Largest force on an atom in eV Å⁻¹: 0.2
Structure (SMILES): CCCc1ncoc1C(=O)NC1(CNC(=O)[C@@H](NC(=O)C(F)(F)F)C(C)C)CC1
Relative energy (zero: lowest compared OMol25 entry of this formula, charge and spin) in kJ/mol: 0.00

Each line ends with the Löwdin charge.
Atoms and positions in Å:
C (3.642, 6.843, 1.234)  -0.11
C (2.519, 6.096, 1.940)  -0.25
C (2.998, 4.750, 2.493)  -0.15
C (1.909, 4.028, 3.202)  -0.21
N (1.694, 4.174, 4.568)  0.17
C (0.672, 3.439, 4.824)  -0.17
O (0.148, 2.804, 3.762)  0.07
C (0.954, 3.197, 2.715)  -0.11
C (0.653, 2.720, 1.362)  -0.39
O (1.340, 3.064, 0.408)  0.07
N (-0.429, 1.901, 1.257)  0.16
C (-0.849, 1.335, 0.006)  -0.43
C (-0.130, 0.063, -0.389)  -0.08
N (1.303, 0.276, -0.337)  0.10
C (2.096, -0.460, 0.466)  -0.45
O (1.731, -1.458, 1.069)  0.07
C (3.527, 0.047, 0.632)  -0.20
N (3.775, 0.024, 2.065)  0.15
C (4.363, 1.041, 2.709)  -0.39
O (4.823, 2.045, 2.211)  0.11
C (4.448, 0.868, 4.243)  -0.54
F (3.868, -0.271, 4.670)  0.14
F (5.724, 0.844, 4.635)  0.17
F (3.839, 1.885, 4.854)  0.16
C (4.521, -0.832, -0.141)  -0.37
C (5.950, -0.348, 0.077)  -0.06
C (4.175, -0.850, -1.627)  -0.06
C (-2.298, 1.478, -0.351)  -0.06
C (-1.263, 2.303, -1.062)  -0.06
H (3.296, 7.798, 0.837)  0.07
H (4.469, 7.043, 1.918)  0.07
H (4.035, 6.255, 0.403)  0.07
H (2.119, 6.701, 2.758)  0.11
H (1.696, 5.914, 1.244)  0.11
H (3.371, 4.130, 1.679)  0.10
H (3.815, 4.903, 3.200)  0.13
H (0.194, 3.272, 5.776)  0.14
H (-0.884, 1.604, 2.106)  0.15
H (-0.359, -0.750, 0.300)  0.13
H (-0.449, -0.240, -1.390)  0.13
H (1.629, 1.198, -0.596)  0.13
H (3.618, 1.085, 0.302)  0.15
H (3.374, -0.748, 2.578)  0.15
H (4.418, -1.847, 0.257)  0.15
H (6.073, 0.672, -0.294)  0.09
H (6.226, -0.353, 1.132)  0.08
H (6.651, -0.992, -0.455)  0.08
H (4.205, 0.161, -2.042)  0.09
H (4.899, -1.454, -2.175)  0.08
H (3.184, -1.265, -1.814)  0.08
H (-2.761, 0.658, -0.882)  0.11
H (-2.936, 1.980, 0.363)  0.11
H (-1.196, 3.354, -0.823)  0.11
H (-1.016, 2.048, -2.084)  0.11



- The lowest largest force on an atom belongs to which entry?
  C18H25F3N4O4